Record 1
2 unconnected molecules or ions with the total composition C13H24ClFN2O5S, computed with ωB97M-V/def2-TZVPD.

The geometry in XYZ format:
```
47
C13H24ClFN2O5S, DFT ωB97M-V/def2-TZVPD
Cl -1.9026 -3.2028 -5.4326
S -0.6099 0.0829 -4.9069
F 0.2217 -1.2495 -4.7988
O 0.1323 -1.1573 1.6110
O -4.1623 0.0521 -3.9466
O -2.8802 1.6220 -4.9597
O -0.2734 0.8286 -3.7460
O -0.3094 0.6105 -6.1853
N -2.1160 -0.5684 -4.8722
N 0.7216 -0.0201 1.5535
C 0.1014 0.8855 3.7553
C 2.3614 -0.1986 3.4093
C 2.7003 -1.4365 1.2632
C -2.3601 -1.8580 -4.2605
C -1.5349 0.8894 1.8393
C -3.1913 0.5110 -4.5497
C 1.5703 0.8616 4.1792
C 0.3319 2.4599 1.8106
C -0.0764 1.0403 2.2464
C 2.9889 0.9968 1.2723
C -1.7513 -2.2120 -2.9089
C -1.8990 -1.1196 -1.8417
C 2.1727 -0.1506 1.8892
H -0.9852 -0.5524 -1.7000
H 2.7501 1.1064 0.2140
H 2.8373 1.9562 1.7579
H -0.4874 3.1421 2.0364
H 4.0513 0.7659 1.3556
H 2.0271 1.8455 4.0436
H -1.6487 1.0786 0.7709
H 2.4764 -1.4697 0.1969
H -0.4241 1.7022 4.2559
H 1.6340 0.6480 5.2483
H -0.3791 -0.0433 4.0787
H -2.1005 -1.6019 -0.8826
H 1.2072 2.8467 2.3263
H -3.4319 -1.9369 -4.1977
H -2.1438 1.6114 2.3848
H 0.5125 2.5021 0.7366
H 2.2732 -2.3217 1.7283
H 3.7829 -1.4708 1.3919
H -2.7418 -0.4646 -2.0428
H -0.7140 -2.5215 -3.0024
H 3.4282 -0.1038 3.6261
H -1.9305 -0.1011 2.0496
H -2.2856 -3.0979 -2.5654
H 2.0566 -1.1867 3.7684
```

The calculation puts the LUMO energy (spin up / spin down) at 2.301 / 2.299 eV. As for the strongest force on any atom: 1.28 eV Å⁻¹. The expectation value of S² is 0.754. Its net charge is -1. Its spin multiplicity is 2. The energy relative to the best compared isomer or geometry (same formula, charge and spin) is 0.0 kcal per mole. For the HOMO-LUMO gap (spin up / spin down), the calculation gives 8.11 / 8.11 eV. For the calculated total energy, the calculation gives -1953.74755 Ha.

=====

Record 2
A molecular structure, C54H46CrF15GeNO2P2S, computed with ωB97M-V/def2-TZVPD.

The geometry in XYZ format:
```
123
C54H46CrF15GeNO2P2S, DFT ωB97M-V/def2-TZVPD
Ge 1.8383 -3.6836 -0.1230
Cr -0.1947 0.0541 0.4829
S 1.5541 -1.5643 0.3024
P -0.8495 -0.6933 2.7080
P 0.8983 2.3103 -0.4607
F 1.3576 -8.7544 1.0806
F 2.3939 -4.1674 2.8147
F 0.6112 -6.0035 -2.0575
F 7.0320 -4.8093 2.9312
F -2.4134 -6.1483 2.1560
F -1.1334 -8.5574 2.1547
F -1.2092 -3.9828 1.1766
F 4.9161 -3.9367 -1.1503
F 4.6356 -4.7526 4.2013
F 2.5661 -6.5802 0.0779
F 7.1638 -4.3535 0.2566
F 3.2941 -2.1414 -2.3094
F 2.6781 -4.8473 -6.0805
F 1.0648 -6.4883 -4.6381
F 3.7651 -2.6484 -4.9168
O -1.6304 1.3757 0.2191
O 2.9480 0.6804 2.9488
N 2.7668 1.3103 1.7425
C 2.0150 -4.0976 -2.0723
C -3.7611 1.6477 -1.8658
C 5.9879 -4.3468 0.8771
C 0.0747 -2.1310 3.3382
C -1.4800 4.7265 -2.8445
C 0.7353 3.5653 0.8787
C 0.0548 4.1351 3.1293
C 0.0804 2.4534 -3.0748
C -0.6847 -2.2001 -2.4090
C -1.3689 4.0859 -4.0683
C -0.5378 -7.4850 1.6598
C 3.7936 1.4793 1.0254
C -1.6844 -1.2436 -0.2700
C 1.2235 4.8596 0.7175
C -0.5933 2.9394 -4.1816
C 5.9267 -4.5728 2.2418
C 2.7805 -3.2476 -2.8572
C 3.7904 2.2456 -0.2215
C 1.1305 5.7776 1.7531
C 1.4369 -5.1812 -2.7151
C -3.6037 2.7662 0.4184
C -4.1138 3.7077 1.3527
C -5.2312 3.5246 -1.1919
C -5.1510 4.5330 0.9772
C 5.0573 2.6316 -0.6644
C 2.6397 2.6665 -0.9574
C 5.2242 3.4382 -1.7708
C 4.7020 -4.5346 2.8896
C 0.5524 5.4188 2.9622
C 0.1461 3.2212 2.0916
C -5.7381 4.4479 -0.2862
C -0.8051 4.2413 -1.7309
C -4.1823 2.6808 -0.8707
C 1.3520 -6.4456 0.6303
C -0.6906 0.4160 4.1644
C -6.8967 5.3279 -0.6399
C -1.1797 -6.2600 1.6659
C 4.1184 3.8343 -2.4952
C -0.5302 -5.1474 1.1580
C 1.6455 -5.4414 -4.0592
C -0.0073 3.1081 -1.8416
C -3.1564 -1.9253 -2.1672
C 3.0168 -3.4827 -4.1981
C -2.5798 -1.2537 2.9099
C 3.5666 -4.2487 2.1574
C -1.7865 -1.3475 -1.7910
C -2.5347 1.9216 0.8735
C 2.8517 3.4421 -2.0975
C 4.8207 -4.1022 0.1716
C -3.5008 3.8749 2.7197
C 0.7380 -7.5800 1.1237
C 3.5836 -4.0354 0.7884
C 2.4552 -4.5973 -4.8002
C 0.7454 -5.1962 0.6383
H 5.9261 2.3171 -0.0989
H -0.8169 -2.2836 -3.4899
H -0.2153 2.2110 2.2293
H 1.0472 -1.8017 3.6973
H -3.2459 -2.9512 -1.8041
H 1.5109 6.7815 1.6164
H -0.4879 -2.5926 4.1510
H -1.7083 -0.3470 -2.2336
H 4.2310 4.4517 -3.3763
H -4.0245 0.6551 -1.4978
H -1.8945 4.4686 -4.9336
H 6.2135 3.7609 -2.0651
H -7.7193 5.1529 0.0550
H -1.4545 1.1955 4.1526
H -5.6758 3.4524 -2.1772
H -5.5284 5.2677 1.6789
H 4.7616 1.1150 1.3787
H -7.2493 5.1351 -1.6507
H -1.4840 -2.2288 0.1493
H -0.5215 2.4192 -5.1279
H -0.8154 -0.1870 5.0640
H -2.4922 1.7784 1.9605
H -3.9710 -1.3457 -1.7289
H -0.9132 4.7494 -0.7817
H -2.0951 5.6125 -2.7519
H -2.6904 1.6745 -2.0301
H 0.2915 -1.7582 -2.2154
H -2.6459 -0.8968 0.1232
H -0.7097 -3.2084 -1.9881
H 0.6865 1.5553 -3.1500
H 0.2351 -2.8502 2.5473
H -2.7431 -1.5011 3.9586
H 2.0067 3.7583 -2.6908
H -2.7598 -2.1385 2.3014
H -3.9916 4.6869 3.2511
H 0.2929 0.8794 4.1803
H -4.2654 1.7990 -2.8179
H -3.6130 2.9701 3.3221
H -6.6182 6.3796 -0.5587
H -2.4372 4.1065 2.6466
H 0.4927 6.1362 3.7698
H 1.6840 5.1592 -0.2160
H -0.3971 3.8427 4.0694
H -3.2763 -0.4703 2.6086
H 3.8687 0.3814 3.0354
H -3.2888 -1.9249 -3.2503
```

The calculation puts the LUMO energy (spin up / spin down) at -3.515 / -3.563 eV. As for the strongest force on any atom: 1.36 eV Å⁻¹. The expectation value of S² is 3.983. Its net charge is +1. Its spin multiplicity is 4. The energy relative to the best compared isomer or geometry (same formula, charge and spin) is 45.3 kcal per mole. For the HOMO-LUMO gap (spin up / spin down), the calculation gives 7.25 / 7.46 eV. For the calculated total energy, the calculation gives -7990.56157 Ha.

=====

Record 3
A molecular structure, C28H16Br2F5N5O2S2Sn, computed with ωB97M-V/def2-TZVPD.

The geometry in XYZ format:
```
61
C28H16Br2F5N5O2S2Sn, DFT ωB97M-V/def2-TZVPD
Sn -0.4819 0.5146 0.5058
Br -0.3157 2.9286 7.4620
Br -2.1287 4.9704 2.5167
S -2.8607 -0.5841 0.4300
S -1.2576 -0.1630 -2.6386
F -1.3128 -3.6828 -1.9840
F 2.1043 -0.9254 -3.6615
F -0.3173 -5.7670 -3.3837
F 1.8699 -5.4293 -4.9491
F 3.1058 -3.0177 -5.0525
O -1.3272 2.2081 1.5429
O -0.0581 -1.2192 -2.0322
N 2.7407 1.2288 0.6648
N -0.3080 0.1295 2.9527
N 0.6549 2.6796 -0.9885
N 4.3000 2.0428 -0.6548
N 2.2842 3.9047 -1.8132
C 0.2054 -0.9017 3.5815
C -2.7340 -1.0423 -2.3865
C 1.9648 2.8225 -1.0486
C -3.3568 -1.2037 -1.1317
C 2.0071 -3.1715 -4.3131
C -0.3389 1.4269 4.9999
C 1.1149 4.4876 -2.2331
C 0.4821 -0.8372 4.9642
C 0.3604 -2.2485 -2.8065
C -1.1783 3.6888 4.8818
C -1.4156 3.5304 3.5104
C 4.9402 1.2061 0.2248
C -4.5579 -2.1704 -3.5233
C -0.2477 -3.4994 -2.7558
C 1.4917 -2.1074 -3.6005
C 0.1232 3.7195 -1.7082
C -0.5876 1.2823 3.6153
C -0.6475 2.6614 5.6093
C -3.3455 -1.5211 -3.5609
C -1.1279 2.3512 2.8231
C -5.1533 -2.3929 -2.2831
C 0.4664 -2.1492 2.7854
C 0.2611 -4.5704 -3.4656
C 2.9683 2.0182 -0.3560
C 1.3838 -4.4038 -4.2553
C 3.9575 0.7132 1.0297
C -4.5647 -1.9293 -1.1256
C 0.2140 0.3066 5.6603
H 0.4206 0.3608 6.7208
H 1.1892 -2.7901 3.2870
H -2.8375 -1.3519 -4.5022
H -5.0364 -2.4987 -4.4372
H -5.0434 -2.0844 -0.1669
H 4.0491 0.0319 1.8607
H 4.7457 2.5295 -1.4106
H -1.4125 4.6327 5.3535
H -0.9445 3.8424 -1.7978
H 1.1010 5.3761 -2.8404
H -0.4617 -2.7091 2.6518
H 6.0023 1.0352 0.1927
H 3.2026 4.2688 -1.9878
H -6.0921 -2.9317 -2.2232
H 0.9045 -1.7021 5.4593
H 0.8363 -1.8938 1.7910
```

The calculation puts the LUMO energy at 0.001 eV. As for the strongest force on any atom: 0.50 eV Å⁻¹. Its net charge is 0. The energy relative to the best compared isomer or geometry (same formula, charge and spin) is 40.4 kcal per mole. For the HOMO-LUMO gap, the calculation gives 7.30 eV. For the calculated total energy, the calculation gives -8158.93537 Ha.